Computed, not measured: 2 unconnected molecules or ions with the total composition CH2BrO3P at a distorted geometry, with ωB97M-V with the def2-TZVPD basis set.

Atoms and positions in Å:
C -0.657 0.292 -0.022
O 3.664 -1.610 0.167
O 3.661 -0.430 -2.085
O 5.365 0.254 -0.323
P 4.245 -0.601 -0.702
Br -2.675 0.905 0.024
H -0.413 1.188 -0.579
H -0.598 -0.437 -0.796

Calculated values
Net charge: -2
Gap between HOMO and LUMO, eV: 5.4
Relative energy (zero: lowest compared OMol25 entry of this formula, charge and spin), kcal/mol: 12.2

Computed natural (NBO) charges, given in elementary charges: atom 1 (C): -0.815, atom 2 (O): -1.126, atom 3 (O): -1.148, atom 4 (O): -1.153, atom 5 (P): 2.425, atom 6 (Br): -0.407, atom 7 (H): 0.110, atom 8 (H): 0.114



Computed, not measured: a molecular structure, C3H12N4O at a distorted geometry, with ωB97M-V with the def2-TZVPD basis set.

Atoms and positions in Å:
C 1.273 -0.832 0.421
C -0.436 0.786 -0.241
C -0.661 -0.558 0.265
N 2.309 0.143 0.319
N -0.108 1.839 0.650
N -2.097 1.299 -0.708
N -1.170 -1.560 -0.583
O 1.543 -1.860 -0.514
H 2.055 -1.414 -1.208
H 1.261 -1.306 1.406
H 0.054 0.854 -1.207
H -1.090 -0.606 1.266
H 1.969 1.051 0.643
H 3.108 -0.103 0.898
H -0.322 2.710 0.168
H -0.730 1.816 1.453
H -0.694 -1.580 -1.480
H -2.448 0.694 -1.453
H -2.731 1.109 0.073
H -1.086 -2.483 -0.169

Calculated values
Net charge: 0
Gap between HOMO and LUMO, eV: 8.7
Relative energy (zero: lowest compared OMol25 entry of this formula, charge and spin), kcal/mol: 77.8

Computed natural (NBO) charges, given in elementary charges: atom 1 (C): 0.206, atom 2 (C): 0.124, atom 3 (C): -0.028, atom 4 (N): -0.902, atom 5 (N): -0.841, atom 6 (N): -0.959, atom 7 (N): -0.808, atom 8 (O): -0.742, atom 9 (H): 0.475, atom 10 (H): 0.126, atom 11 (H): 0.202, atom 12 (H): 0.197, atom 13 (H): 0.398, atom 14 (H): 0.371, atom 15 (H): 0.392, atom 16 (H): 0.362, atom 17 (H): 0.375, atom 18 (H): 0.343, atom 19 (H): 0.330, atom 20 (H): 0.379



Computed, not measured: C12H16N2O4 in the gas phase at a distorted geometry, with ωB97M-V with the def2-TZVPD basis set.

Atoms and positions in Å:
C -0.625 -1.775 -1.473
C -0.789 -0.336 -1.983
C 0.650 -2.084 -0.660
C 0.748 -1.502 0.753
C -0.013 -2.095 1.798
C 1.574 -0.417 1.032
C 0.075 -1.585 3.079
C 1.638 0.106 2.342
C 0.897 -0.521 3.402
C -0.434 2.062 -1.435
C 0.596 2.790 -0.629
C -1.879 2.620 -1.321
H -1.657 -2.542 -3.056
H -0.064 -2.253 -3.235
H -1.457 -1.998 -0.804
H 1.473 -1.893 -1.286
H 0.708 -3.204 -0.516
H -0.682 -2.898 1.638
H 2.164 -0.005 0.275
H -0.463 -2.104 3.830
H 2.158 1.044 2.537
H 0.349 -0.500 5.283
H -0.125 0.282 -0.159
H -0.143 2.133 -2.502
H -2.516 1.905 -1.851
H -2.060 2.728 -0.232
H -2.087 3.574 -1.796
H 1.317 4.492 -0.229
N -0.768 -2.698 -2.616
N -0.330 0.579 -1.137
O -1.216 -0.132 -3.133
O 1.032 -0.116 4.715
O 1.333 2.241 0.165
O 0.598 4.101 -0.795

Calculated values
Net charge: 0
Gap between HOMO and LUMO, eV: 9.1
Relative energy (zero: lowest compared OMol25 entry of this formula, charge and spin), kcal/mol: 23.8

Computed natural (NBO) charges, given in elementary charges: atom 1 (C): -0.141, atom 2 (C): 0.654, atom 3 (C): -0.430, atom 4 (C): -0.068, atom 5 (C): -0.194, atom 6 (C): -0.192, atom 7 (C): -0.280, atom 8 (C): -0.250, atom 9 (C): 0.300, atom 10 (C): -0.157, atom 11 (C): 0.787, atom 12 (C): -0.614, atom 13 (H): 0.371, atom 14 (H): 0.350, atom 15 (H): 0.202, atom 16 (H): 0.213, atom 17 (H): 0.236, atom 18 (H): 0.214, atom 19 (H): 0.231, atom 20 (H): 0.203, atom 21 (H): 0.233, atom 22 (H): 0.482, atom 23 (H): 0.445, atom 24 (H): 0.252, atom 25 (H): 0.241, atom 26 (H): 0.209, atom 27 (H): 0.230, atom 28 (H): 0.507, atom 29 (N): -0.800, atom 30 (N): -0.624, atom 31 (O): -0.657, atom 32 (O): -0.675, atom 33 (O): -0.611, atom 34 (O): -0.667